Below is 12 unconnected molecules or ions with the total composition C36H86B3F18N11O20S6, with properties calculated with wB97M-V/def2-TZVPD.

XYZ file:
```
180
Properties=species:S:1:pos:R:3:mulliken_charge:R:1
C 1.28 -13.64 2.86 -1.066
C 1.10 -14.81 1.83 -0.463
N -0.15 -15.51 2.02 0.208
C -1.49 -14.98 2.02 -0.330
C -2.39 -16.04 2.30 -0.456
N -1.64 -17.15 2.54 0.115
C -0.31 -16.82 2.42 -0.085
C -2.09 -18.42 3.03 -0.846
H 1.61 -14.19 3.75 0.309
H 0.39 -13.07 3.13 0.358
H 2.08 -12.92 2.66 0.356
H 1.97 -15.46 1.77 0.358
H 1.01 -14.30 0.87 0.311
H -1.65 -13.95 1.76 0.440
H -3.44 -16.08 2.57 0.433
H 0.43 -17.59 2.59 0.335
H -1.32 -19.20 3.01 0.297
H -2.91 -18.83 2.45 0.356
H -2.31 -18.38 4.10 0.368
C -3.39 5.16 2.70 -1.122
C -4.09 4.22 3.77 -0.363
N -5.20 4.89 4.48 0.195
C -6.25 5.57 3.95 -0.182
C -7.09 5.94 4.98 -0.550
N -6.50 5.52 6.17 0.106
C -5.37 4.79 5.84 -0.026
C -7.10 5.69 7.53 -0.856
H -4.18 5.45 2.01 0.344
H -2.73 4.59 2.05 0.365
H -2.82 5.99 3.12 0.315
H -3.28 3.90 4.43 0.297
H -4.45 3.34 3.23 0.317
H -6.27 5.68 2.87 0.386
H -8.10 6.33 4.92 0.410
H -4.73 4.27 6.54 0.350
H -6.43 5.20 8.25 0.307
H -8.04 5.13 7.58 0.370
H -7.09 6.73 7.84 0.336
C 7.53 -1.56 -0.02 -0.777
O 7.35 -0.64 1.14 -0.284
C 7.67 0.64 0.90 -0.697
C 7.42 1.48 2.16 -0.638
N 8.08 0.75 3.33 -0.130
H 7.62 -0.14 3.45 0.420
H 9.04 0.56 3.07 0.396
C 8.24 1.61 4.59 -0.872
C 6.98 1.95 5.29 -0.501
O 6.29 0.69 5.40 -0.271
C 5.07 0.79 6.10 -0.824
H 8.49 -1.34 -0.48 0.345
H 6.85 -1.21 -0.80 0.290
H 7.45 -2.64 0.13 0.287
H 7.10 0.97 0.03 0.470
H 8.70 0.78 0.60 0.428
H 6.35 1.35 2.34 0.321
H 7.81 2.49 2.06 0.435
H 8.77 2.54 4.37 0.413
H 8.97 1.11 5.22 0.453
H 6.49 2.74 4.73 0.383
H 7.19 2.36 6.28 0.453
H 4.34 1.34 5.50 0.315
H 5.13 1.29 7.07 0.315
H 4.76 -0.23 6.34 0.268
C 2.45 2.50 -1.64 -0.842
O 2.03 1.13 -1.58 -0.240
C 2.08 0.47 -2.78 -0.569
C 1.82 -0.98 -2.64 -0.731
N 0.37 -1.27 -2.25 -0.208
H -0.15 -0.76 -2.95 0.369
H 0.11 -2.23 -2.42 0.402
C -0.10 -0.85 -0.84 -0.764
C 0.91 -1.06 0.28 -0.527
O 1.51 -2.38 0.16 -0.312
C 2.51 -2.62 1.17 -0.712
H 2.63 2.78 -0.60 0.279
H 1.78 3.24 -2.07 0.306
H 3.46 2.63 -2.04 0.346
H 3.09 0.63 -3.17 0.470
H 1.37 0.87 -3.50 0.408
H 2.41 -1.32 -1.79 0.285
H 2.03 -1.52 -3.57 0.482
H -1.05 -1.31 -0.58 0.527
H -0.26 0.23 -0.95 0.325
H 0.51 -1.01 1.29 0.549
H 1.64 -0.26 0.16 0.329
H 2.06 -2.51 2.16 0.309
H 3.32 -1.90 1.03 0.267
H 2.92 -3.61 0.98 0.251
C 1.93 19.87 -3.76 -0.745
O 1.67 18.65 -3.19 -0.313
C 2.77 17.89 -2.61 -0.632
C 2.28 16.43 -2.40 -0.292
N 2.92 15.92 -1.07 -0.280
H 3.76 16.44 -0.86 0.411
H 2.34 16.19 -0.29 0.375
C 3.20 14.40 -0.90 -0.722
C 1.92 13.56 -0.78 -0.501
O 0.99 13.82 -1.89 -0.265
C -0.09 13.05 -1.92 -0.760
H 0.96 20.12 -4.19 0.261
H 2.55 19.75 -4.64 0.331
H 2.40 20.55 -3.05 0.294
H 2.97 18.37 -1.65 0.328
H 3.70 17.94 -3.17 0.425
H 2.56 15.75 -3.20 0.279
H 1.23 16.38 -2.09 0.337
H 3.82 14.39 0.00 0.389
H 3.88 14.07 -1.69 0.360
H 1.49 13.73 0.21 0.402
H 2.17 12.50 -0.85 0.431
H -0.50 13.11 -2.93 0.260
H -0.66 13.47 -1.09 0.323
H 0.04 11.97 -1.91 0.303
C -10.91 -4.68 -5.39 -0.784
O -9.47 -4.74 -5.36 -0.347
C -8.95 -3.68 -4.60 -0.521
C -7.48 -4.04 -4.18 -0.877
N -7.28 -5.52 -3.75 -0.181
H -7.69 -6.14 -4.44 0.383
H -6.28 -5.64 -3.83 0.418
C -7.85 -5.93 -2.40 -0.727
C -9.31 -6.53 -2.60 -0.223
O -9.20 -7.66 -3.51 -0.349
C -10.39 -8.34 -3.78 -0.677
H -11.12 -3.69 -5.80 0.354
H -11.34 -4.84 -4.40 0.334
H -11.32 -5.43 -6.06 0.230
H -9.64 -3.38 -3.81 0.425
H -9.04 -2.88 -5.32 0.499
H -7.00 -3.28 -3.57 0.424
H -6.83 -4.06 -5.05 0.426
H -7.81 -5.09 -1.72 0.398
H -7.25 -6.79 -2.09 0.410
H -9.98 -5.81 -3.09 0.105
H -9.52 -6.95 -1.62 0.456
H -10.83 -8.82 -2.90 0.305
H -10.37 -9.13 -4.52 0.275
H -11.10 -7.55 -4.00 0.243
N -3.55 1.32 -6.51 -0.263
S -3.39 1.41 -8.18 1.092
O -3.26 2.70 -8.85 -0.522
O -4.10 0.40 -8.96 -0.599
F -1.93 0.71 -8.17 -0.274
S -4.20 2.69 -6.28 1.064
O -5.54 2.80 -6.82 -0.584
O -3.38 3.89 -6.07 -0.587
F -4.63 2.38 -4.75 -0.327
N 8.73 -6.17 7.79 -0.251
S 9.32 -4.81 8.62 1.131
O 8.58 -4.34 9.76 -0.566
O 10.03 -3.83 7.85 -0.557
F 10.51 -5.59 9.43 -0.301
S 7.78 -5.32 7.10 1.075
O 8.24 -4.55 5.97 -0.609
O 6.66 -4.77 7.89 -0.612
F 7.15 -6.57 6.37 -0.308
N -1.08 -6.98 -4.05 -0.239
S -0.40 -8.23 -3.12 1.048
O 1.02 -8.22 -3.03 -0.534
O -1.15 -9.51 -3.01 -0.573
F -0.76 -7.50 -1.70 -0.305
S -0.45 -7.49 -5.35 1.067
O -1.03 -8.78 -5.79 -0.587
O 0.91 -7.10 -5.73 -0.561
F -1.37 -6.53 -6.27 -0.315
B 6.03 8.16 2.60 0.645
F 6.22 8.26 1.24 -0.388
F 7.18 7.57 3.14 -0.418
F 5.63 9.33 3.28 -0.419
F 5.01 7.24 2.83 -0.421
B -6.62 -1.86 3.79 0.623
F -7.23 -1.15 4.81 -0.407
F -6.79 -1.26 2.58 -0.390
F -5.25 -1.91 4.06 -0.417
F -7.16 -3.14 3.73 -0.410
B 7.10 1.06 -8.64 0.637
F 7.93 1.07 -9.80 -0.420
F 7.97 1.09 -7.53 -0.422
F 6.45 2.26 -8.64 -0.381
F 6.28 -0.09 -8.49 -0.414
```

The value obtained for the highest occupied orbital energy is -7.9 eV. Its largest force on an atom is 11.48 eV Å⁻¹. As for the LUMO energy: -1.908 eV. Its total energy is -212015.8901 eV.